Entry 1
This record from the OMol25 dataset describes a cluster of 2 separate species, C2H8NOS in total. The level of theory is the ωB97M-V functional and the def2-TZVPD basis.

Kohn-Sham gap ... 6.70 eV
Net charge ... -1
HOMO energy ... -2.460 eV
LUMO level ... 4.245 eV

Each atom is followed by the atoms it is bonded to, with distances in Å.
Positions of all 13 atoms, in Å:
1 S -0.1184 -0.8192 -0.7215  C4 1.818
2 O -3.0520 0.1096 -1.0569  H9 0.953, H11 0.967
3 N 2.4338 0.8480 0.6014  C5 1.473, H10 1.010, H12 1.021
4 C -0.0500 0.3721 0.6500  S1 1.818, C5 1.558, H7 1.106, H13 1.078
5 C 1.3412 0.1754 1.3243  N3 1.473, C4 1.558, H6 1.105, H8 1.095
6 H 1.4005 0.6453 2.3230  C5 1.105
7 H -0.2006 1.3522 0.1598  C4 1.106
8 H 1.5677 -0.8914 1.4181  C5 1.095
9 H -2.3828 0.5030 -0.5036  O2 0.953
10 H 2.1353 1.6944 0.1392  N3 1.010
11 H -2.9435 -0.7978 -1.3739  O2 0.967
12 H 2.7944 0.2401 -0.1354  N3 1.021
13 H -0.8562 0.0965 1.3106  C4 1.078

These are the Löwdin partial charges, in e, on atoms 1 to 2:
1 S 0.15
2 O -0.15



Entry 2
This record from the OMol25 dataset describes a cluster of 2 separate species, C2H8NOS in total. The level of theory is the ωB97M-V functional and the def2-TZVPD basis.

Kohn-Sham gap ... 7.30 eV
Net charge ... -1
HOMO energy ... -3.104 eV
LUMO level ... 4.193 eV

Each atom is followed by the atoms it is bonded to, with distances in Å.
Positions of all 13 atoms, in Å:
1 S 1.1848 0.8423 -2.2555  H12 1.341
2 O -0.0348 -1.4888 -0.5738  C4 1.398, H7 1.001
3 N -0.6967 -0.1417 1.3002  C4 1.449, C5 1.455, H8 1.013
4 C -1.0418 -0.7207 0.0174  O2 1.398, N3 1.449, H9 1.095, H11 1.092
5 C 0.3684 0.8464 1.2147  N3 1.455, H6 1.094, H10 1.089, H13 1.096
6 H 0.5352 1.2854 2.2023  C5 1.094
7 H 0.4804 -0.9078 -1.2058  O2 1.001
8 H -0.4125 -0.9043 1.9039  N3 1.013
9 H -1.9064 -1.3718 0.1855  C4 1.095
10 H 0.0642 1.6291 0.5216  C5 1.089
11 H -1.3227 0.0928 -0.6551  C4 1.092
12 H 1.4672 0.3897 -3.4862  S1 1.341
13 H 1.3147 0.4494 0.8307  C5 1.096

These are the Löwdin partial charges, in e, on atoms 1 to 2:
1 S -0.08
2 O -0.16



Entry 3
This record from the OMol25 dataset describes a cluster of 2 separate species, C2H8NOS in total. The level of theory is the ωB97M-V functional and the def2-TZVPD basis.

Kohn-Sham gap ... 7.11 eV
Net charge ... -1
HOMO energy ... -2.876 eV
LUMO level ... 4.230 eV

Each atom is followed by the atoms it is bonded to, with distances in Å.
Positions of all 13 atoms, in Å:
1 S 1.5278 -0.2551 0.4494  C4 1.845
2 O -0.8473 0.3102 -1.4802  C5 1.404, H7 0.994
3 N -1.5542 -1.3332 -0.0142  C5 1.427, H8 0.965, H10 1.046
4 C 1.2611 1.4208 1.1729  S1 1.845, H11 1.150, H12 1.092, H13 1.022
5 C -1.8881 -0.0878 -0.6261  O2 1.404, N3 1.427, H6 1.132, H9 1.175
6 H -2.7810 -0.2864 -1.2921  C5 1.132
7 H 0.0133 0.0649 -1.0480  O2 0.994
8 H -1.1892 -1.9725 -0.6387  N3 0.965
9 H -1.9747 0.8016 0.1362  C5 1.175
10 H -0.7109 -1.0932 0.5553  N3 1.046
11 H 1.8172 1.7701 2.1164  C4 1.150
12 H 1.5535 2.1261 0.3922  C4 1.092
13 H 0.2472 1.5235 1.2486  C4 1.022

These are the Löwdin partial charges, in e, on atoms 1 to 2:
1 S 0.18
2 O -0.19



Relative calculated energies, zero for the most stable structure, unit hartree: entry 1 0.0244; entry 2 0.0000; entry 3 0.0294.



Entry 1
This record from the OMol25 dataset describes an isolated molecule of CH6N2OS. The level of theory is the ωB97M-V functional and the def2-TZVPD basis.

Kohn-Sham gap ... 9.09 eV
Net charge ... 0
HOMO energy ... -8.559 eV
LUMO level ... 0.529 eV
SMILES string ... N=[S@H](=O)CN

Each atom is followed by the atoms it is bonded to, with distances in Å.
Positions of all 11 atoms, in Å:
1 S -0.7522 1.1500 -0.1223  O2 1.441, N4 1.508, C5 2.131, H9 1.506
2 O 0.0713 1.7079 0.9199  S1 1.441
3 N 1.1446 -0.7662 0.8626  C5 1.425, H7 0.993, H11 1.012
4 N -0.9955 1.8612 -1.4300  S1 1.508, H10 1.070
5 C -0.0104 -0.8419 0.0322  S1 2.131, N3 1.425, H6 1.099, H8 1.096
6 H 0.1035 -1.1515 -1.0163  C5 1.099
7 H 2.0163 -0.6389 0.4041  N3 0.993
8 H -0.9444 -1.2028 0.4779  C5 1.096
9 H -2.0767 0.7984 0.5033  S1 1.506
10 H -0.2489 1.9759 -2.1880  N4 1.070
11 H 1.0361 -0.1694 1.6725  N3 1.012

These are the Löwdin partial charges, in e, on atoms 1 to 2:
1 S 0.64
2 O -0.47



Entry 2
This record from the OMol25 dataset describes a cluster of 2 separate species, CH6N2OS in total. The level of theory is the ωB97M-V functional and the def2-TZVPD basis.

Kohn-Sham gap (spin up / spin down) ... 7.01 / 7.01 eV
Net charge ... 0
HOMO energy (spin up / spin down) ... -8.929 / -8.929 eV
LUMO level (spin up / spin down) ... -1.921 / -1.921 eV

Each atom is followed by the atoms it is bonded to, with distances in Å.
Positions of all 11 atoms, in Å:
1 S -0.4187 -1.1029 -0.6596  O2 1.478, N4 1.676, C5 1.764
2 O -1.6242 -1.2963 -1.4920  S1 1.478
3 N 1.3969 0.5185 0.9729  H6 1.035, H7 0.997
4 N -1.0658 -0.8149 0.8596  S1 1.676, H8 1.018, H11 1.007
5 C -0.1665 0.5757 -1.1410  S1 1.764, H9 1.046, H10 1.091
6 H 2.2512 0.5116 0.3881  N3 1.035
7 H 1.5488 1.4445 1.3108  N3 0.997
8 H -1.0505 -1.6249 1.4757  N4 1.018
9 H 0.6391 0.7718 -1.7790  C5 1.046
10 H -1.0138 1.2260 -1.3631  C5 1.091
11 H -0.4965 -0.2090 1.4276  N4 1.007

These are the Löwdin partial charges, in e, on atoms 1 to 2:
1 S 0.77
2 O -0.51



Relative calculated energies, zero for the most stable structure, unit hartree: entry 1 0.0000; entry 2 0.0867.



Entry 1
This record from the OMol25 dataset describes a cluster of 2 separate species, C3H14N2O in total. The level of theory is the ωB97M-V functional and the def2-TZVPD basis.

Kohn-Sham gap ... 13.29 eV
Net charge ... +2
HOMO energy ... -19.988 eV
LUMO level ... -6.697 eV

Each atom is followed by the atoms it is bonded to, with distances in Å.
Positions of all 20 atoms, in Å:
1 O -1.2229 -1.5290 1.8644  H11 0.967, H20 0.972
2 N 1.2608 -0.5066 1.8106  C6 1.543, H9 1.076, H16 1.022, H18 1.015
3 N -0.8613 0.8170 -2.5913  C5 1.523, H7 1.011, H14 1.023, H19 1.012
4 C 0.5867 -0.0146 -0.6709  C5 1.535, C6 1.585, H10 1.082, H13 1.093
5 C -0.6231 0.8327 -1.0876  N3 1.523, C4 1.535, H15 1.090, H17 1.086
6 C 1.0921 0.5670 0.7148  N2 1.543, C4 1.585, H8 1.085, H12 1.081
7 H -0.6210 -0.0457 -3.0596  N3 1.011
8 H 2.0823 0.9790 0.5528  C6 1.085
9 H 0.2916 -0.9734 1.7782  N2 1.076
10 H 1.4071 -0.0075 -1.3761  C4 1.082
11 H -1.6168 -2.3315 1.4950  O1 0.967
12 H 0.3080 1.2036 1.1006  C6 1.081
13 H 0.3683 -1.0542 -0.4124  C4 1.093
14 H -1.8586 0.9700 -2.7606  N3 1.023
15 H -1.5115 0.4092 -0.6189  C5 1.090
16 H 1.9072 -1.2301 1.4894  N2 1.022
17 H -0.5757 1.8542 -0.7206  C5 1.086
18 H 1.5572 -0.0487 2.6665  N2 1.015
19 H -0.4218 1.6529 -2.9537  N3 1.012
20 H -1.5488 -1.5443 2.7795  O1 0.972

These are the Löwdin partial charges, in e, on atoms 1 to 2:
1 O -0.02
2 N 0.18



Entry 2
This record from the OMol25 dataset describes a cluster of 3 separate species, C3H14N2O in total. The level of theory is the ωB97M-V functional and the def2-TZVPD basis.

Kohn-Sham gap ... 7.53 eV
Net charge ... +2
HOMO energy ... -17.335 eV
LUMO level ... -9.802 eV

Each atom is followed by the atoms it is bonded to, with distances in Å.
Positions of all 20 atoms, in Å:
1 O 3.1096 -0.7905 -3.5678  H11 0.984, H13 0.985
2 N 0.1504 -0.1673 -1.5299  C6 1.642, H16 1.016, H18 1.114, H20 1.068
3 N -1.8106 0.4209 2.8816  H8 0.947, H14 1.112, H19 1.024
4 C 0.0047 0.6118 0.8919  C5 1.422, C6 1.605, H12 1.264, H15 1.079
5 C -1.3794 0.9394 0.9080  C4 1.422, H10 1.071, H17 1.104
6 C 0.2200 -0.7161 0.0158  N2 1.642, C4 1.605, H7 1.236, H9 1.160
7 H -0.6351 -1.5913 -0.1603  C6 1.236
8 H -1.1168 0.1747 3.4774  N3 0.947
9 H 1.1810 -1.2879 0.3241  C6 1.160
10 H -1.8959 1.8179 1.2356  C5 1.071
11 H 2.8890 -1.7463 -3.6500  O1 0.984
12 H 0.5053 1.6616 0.3960  C4 1.264
13 H 4.0785 -0.6747 -3.7038  O1 0.985
14 H -1.9804 1.4895 3.1375  N3 1.112
15 H 0.2317 0.2811 1.8941  C4 1.079
16 H 0.9259 0.4034 -1.8538  N2 1.016
17 H -2.1656 0.3078 0.4578  C5 1.104
18 H -0.7991 0.4158 -1.5395  N2 1.114
19 H -1.9366 -0.4501 2.3584  N3 1.024
20 H 0.4235 -1.0996 -1.9729  N2 1.068

These are the Löwdin partial charges, in e, on atoms 1 to 2:
1 O -0.10
2 N 0.16



Entry 3
This record from the OMol25 dataset describes a cluster of 3 separate species, C3H14N2O in total. The level of theory is the ωB97M-V functional and the def2-TZVPD basis.

Kohn-Sham gap ... 9.11 eV
Net charge ... +2
HOMO energy ... -19.059 eV
LUMO level ... -9.952 eV

Each atom is followed by the atoms it is bonded to, with distances in Å.
Positions of all 20 atoms, in Å:
1 O -0.4984 0.7137 3.8915  H8 0.929, H17 0.994
2 N 1.1085 -1.3978 -3.0042  H9 0.963, H10 1.037, H16 1.024
3 N 0.3294 0.5974 1.2955  C5 1.577, H11 1.005, H14 1.018, H15 1.124
4 C -0.8831 0.1541 -1.3133  C5 1.666, C6 1.591, H13 1.227, H20 1.121
5 C -0.9026 0.3592 0.3403  N3 1.577, C4 1.666, H18 1.029, H19 1.170
6 C 0.6802 -0.0663 -1.1184  C4 1.591, H7 1.081, H12 1.145
7 H 1.2230 0.8628 -1.0140  C6 1.081
8 H 0.0133 0.8810 4.6481  O1 0.929
9 H 1.6068 -0.6832 -3.4152  N2 0.963
10 H 1.5596 -2.2294 -3.4296  N2 1.037
11 H 0.9228 -0.2105 1.3696  N3 1.005
12 H 0.9614 -1.0772 -0.6613  C6 1.145
13 H -0.9277 1.2505 -1.8630  C4 1.227
14 H 0.9765 1.3465 1.0566  N3 1.018
15 H -0.1548 0.6917 2.3053  N3 1.124
16 H 0.1043 -1.5927 -3.0522  N2 1.024
17 H -1.2835 0.1477 4.1168  O1 0.994
18 H -1.5888 1.0943 0.5604  C5 1.029
19 H -1.3221 -0.6322 0.7996  C5 1.170
20 H -1.9247 -0.2098 -1.5124  C4 1.121

These are the Löwdin partial charges, in e, on atoms 1 to 2:
1 O 0.00
2 N 0.15



Entry 4
This record from the OMol25 dataset describes a cluster of 2 separate species, C3H14N2O in total. The level of theory is the ωB97M-V functional and the def2-TZVPD basis.

Kohn-Sham gap ... 12.57 eV
Net charge ... +2
HOMO energy ... -19.362 eV
LUMO level ... -6.792 eV

Each atom is followed by the atoms it is bonded to, with distances in Å.
Positions of all 20 atoms, in Å:
1 O -0.5952 1.0827 -2.3209  H15 0.971, H18 0.962
2 N 2.1527 0.3144 -0.6412  C6 1.504, H10 1.023, H17 1.027, H19 1.023
3 N -2.2349 -0.1760 0.9359  C5 1.517, H7 1.027, H13 1.020, H16 1.024
4 C 0.1114 -0.8197 0.3473  C5 1.531, C6 1.528, H11 1.090, H14 1.074
5 C -0.7806 -0.0930 1.3577  N3 1.517, C4 1.531, H12 1.097, H20 1.086
6 C 1.5792 -0.4357 0.5293  N2 1.504, C4 1.528, H8 1.080, H9 1.084
7 H -2.4034 0.2252 0.0062  N3 1.027
8 H 1.7107 0.1140 1.4492  C6 1.080
9 H 2.2124 -1.3045 0.6684  C6 1.084
10 H 1.6033 1.1460 -0.8703  N2 1.023
11 H 0.0175 -1.8950 0.4976  C4 1.090
12 H -0.5495 0.9784 1.4048  C5 1.097
13 H -2.5606 -1.1429 0.9491  N3 1.020
14 H -0.2818 -0.5795 -0.6227  C4 1.074
15 H -0.3059 0.6778 -3.1545  O1 0.971
16 H -2.8195 0.3623 1.5821  N3 1.024
17 H 3.1219 0.6116 -0.4793  N2 1.027
18 H -1.3134 1.6910 -2.5204  O1 0.962
19 H 2.0745 -0.2618 -1.4832  N2 1.023
20 H -0.7388 -0.4954 2.3650  C5 1.086

These are the Löwdin partial charges, in e, on atoms 1 to 2:
1 O -0.05
2 N 0.22



Relative calculated energies, zero for the most stable structure, unit hartree: entry 1 0.0076; entry 2 0.2504; entry 3 0.2102; entry 4 0.0000.